Molecular formula: C40H28ClF6MnN6O5S
Method: DFT, ωB97M-V/def2-TZVPD

## Properties
2S+1 ... 2
Net charge ... -1
HOMO (spin up / spin down) ... -4.3415 / -3.9845 eV
E_LUMO (spin up / spin down) ... 2.1 / 2.1 eV
Energy relative to the best compared isomer or geometry (same formula, charge and spin) ... 0.604 eV
Gap between HOMO and LUMO (spin up / spin down) ... 6.4 / 6.0 eV

CARTESIAN COORDINATES (ANGSTROEM)
Mn1 0.0169 -0.7120 -0.3497
Cl1 -2.7726 -0.1912 6.2232
C1 -1.9698 0.0622 4.6850
C2 -0.7262 0.7146 4.6582
C3 -0.0862 0.9287 3.4704
C4 -0.6184 0.4689 2.2204
O1 0.0238 0.6773 1.1452
C5 -1.9014 -0.1777 2.2898
C6 -2.6024 -0.4568 1.0701
N1 -2.0004 -0.5673 -0.0607
C7 -2.6837 -0.4093 -1.2773
C8 -3.9480 -0.8316 -1.5836
C9 -4.4992 -0.5393 -2.8518
C10 -3.7904 0.1623 -3.7861
C11 -2.4643 0.5794 -3.5075
C12 -1.6321 1.2579 -4.4305
C13 -0.3501 1.5547 -4.0797
C14 0.1393 1.1556 -2.8143
N2 -0.6077 0.5418 -1.9333
C15 -1.9075 0.2730 -2.2579
C16 -2.5562 -0.3477 3.5212
H1 -0.2847 1.0501 5.5890
H2 0.8723 1.4328 3.4356
H3 -3.6959 -0.4498 1.1002
H4 -4.5173 -1.4014 -0.8601
H5 -5.5011 -0.8807 -3.0803
H6 -4.2229 0.3886 -4.7537
H7 -2.0228 1.5206 -5.4073
H8 0.3166 2.0610 -4.7642
H9 1.1766 1.2895 -2.5404
H10 -3.5318 -0.8199 3.5447
C17 1.7816 -3.7836 6.6741
C18 2.5188 -2.4700 6.4568
C19 3.8974 -2.5205 7.1000
C20 4.6041 -1.1860 6.9481
C21 4.6376 -0.7747 5.5015
C22 5.6222 0.0705 5.0327
C23 5.6392 0.4437 3.6972
F1 6.6234 1.2757 3.2811
C24 4.7017 -0.0049 2.8105
C25 3.7001 -0.8643 3.2643
C26 2.6742 -1.3053 2.2717
O2 2.7573 -0.9291 1.1188
C27 1.6670 -2.1907 2.8213
C28 1.7363 -2.5428 4.1275
N3 2.6638 -2.1337 5.0284
C29 3.6650 -1.2563 4.6058
C30 0.4824 -2.7773 2.0860
O3 -0.0584 -3.7697 2.5899
O4 0.0184 -2.2064 1.0434
H11 1.8431 -4.0399 7.7324
H12 2.2423 -4.5857 6.0950
H13 0.7273 -3.7294 6.4118
H14 1.9478 -1.6654 6.9390
H15 4.4786 -3.3165 6.6242
H16 3.7818 -2.7768 8.1544
H17 5.6205 -1.2319 7.3429
H18 4.0707 -0.4296 7.5339
H19 6.3882 0.4448 5.7010
H20 4.6977 0.2825 1.7671
H21 0.9674 -3.2103 4.4833
C31 -1.8666 -2.8189 -6.0648
C32 -0.5187 -3.0354 -5.3758
C33 -0.6439 -3.0588 -3.8882
N4 -0.2452 -2.1072 -3.1313
N5 -0.5019 -2.3072 -1.7998
C34 -1.1214 -3.4367 -1.5647
N6 -1.5622 -3.8297 -0.3529
S1 -1.4177 -4.3557 -3.0126
H22 -1.7436 -2.7631 -7.1472
H23 -2.3215 -1.8900 -5.7168
H24 -2.5590 -3.6329 -5.8431
H25 0.1645 -2.2181 -5.6089
H26 -0.0571 -3.9618 -5.7260
H27 -1.0728 -3.3240 0.4160
H28 -1.6594 -4.8214 -0.2104
F2 6.1567 -3.6581 -2.9048
C35 5.0644 -2.9405 -2.5607
C36 4.1431 -3.4350 -1.6546
F3 4.3425 -4.6534 -1.1182
C37 3.0253 -2.7057 -1.3004
F4 2.1654 -3.2706 -0.4340
C38 2.7463 -1.4182 -1.8218
O5 1.7317 -0.7036 -1.5416
C39 3.7166 -0.9670 -2.7507
F5 3.5378 0.2458 -3.3229
C40 4.8325 -1.6919 -3.1083
F6 5.7083 -1.1867 -3.9992